{"formula": "C18H18FN3O5S", "method": "ωB97M-V/def2-TZVPD", "homo_lumo_gap_ev": 7.251, "lumo_ev": -0.99, "de_lowest_ev": 14.981, "symbols": ["C", "H", "O", "C", "C", "C", "C", "C", "C", "O", "C", "H", "H", "H", "O", "C", "H", "H", "H", "H", "C", "O", "N", "N", "C", "S", "N", "C", "O", "C", "C", "C", "C", "C", "C", "H", "H", "F", "H", "H", "H", "H", "H", "H", "H", "H"], "coordinates": [[1.8874, 3.3778, -2.1367], [1.5510, 4.2235, -1.7021], [2.4901, 2.5080, -1.3453], [1.5155, 1.8173, -0.4721], [0.1300, 1.9272, -0.5598], [-0.7685, 1.3674, 0.5687], [-0.2326, 0.4511, 1.5995], [1.1932, 0.3070, 1.2705], [1.9823, 0.9292, 0.3400], [3.3994, 0.6690, 0.2273], [3.9903, -0.1731, 0.8315], [4.9380, -0.2457, 0.2638], [4.1536, -0.4562, 1.7839], [3.5926, -1.2363, 0.6082], [1.7863, -0.6263, 2.1231], [0.9113, -1.3286, 3.2986], [1.6834, -2.1583, 3.7288], [0.1440, -1.9040, 2.7557], [0.6558, -0.5081, 3.8496], [-0.7808, 0.1237, 2.2819], [-2.2145, 1.5960, 0.2163], [-2.7483, 2.1980, -0.5446], [-3.0213, 1.1901, 1.3243], [-4.3328, 0.7026, 1.0198], [-4.4409, 0.0629, -0.5044], [-5.7989, -0.1809, -1.0367], [-3.3264, -0.9883, -0.7416], [-2.2880, -1.1970, -0.0235], [-2.4923, -1.5603, 1.3212], [-1.0492, -1.7168, -0.6663], [-0.6537, -0.7852, -1.8631], [0.5492, -1.1276, -2.5008], [1.4225, -2.0589, -1.8379], [0.9720, -3.0227, -0.8192], [-0.2787, -2.7371, -0.2304], [-0.5430, -3.0599, 0.6401], [1.6804, -3.6560, -0.5951], [2.6041, -2.2775, -2.1321], [0.9168, -0.4543, -3.1778], [-1.4053, 0.0299, -2.0895], [-3.2882, -1.0797, -1.5702], [-5.1958, 1.3177, 1.3255], [-2.7179, 0.4467, 2.0260], [-0.4161, 2.6384, -1.0753], [2.5951, 3.7704, -2.8673], [1.2487, 2.8846, -2.9126]], "forces_ev_per_a": [[0.30, -0.46, -5.68], [-2.02, 2.54, 1.74], [-1.02, -3.79, 4.21], [-1.18, 4.33, -5.28], [-1.31, -1.25, 4.86], [3.23, -0.72, -2.51], [5.90, 7.29, -11.50], [-3.22, -3.36, 5.24], [4.86, -3.73, 3.07], [-9.54, 11.05, -4.80], [6.83, -12.45, 0.05], [0.54, -0.17, 0.84], [0.30, 1.40, 4.32], [0.12, 0.47, -0.43], [-0.43, -0.89, 1.21], [4.11, -2.90, -4.23], [-1.81, 2.60, -0.75], [-0.13, 0.65, 0.56], [-0.94, 1.48, 2.02], [-3.96, -3.31, 5.77], [3.75, -4.60, 11.36], [-3.85, 5.69, -9.74], [-1.29, -2.57, 2.07], [-0.42, 0.20, -3.19], [5.80, -0.97, 8.36], [-6.27, -0.35, -3.63], [-4.72, 6.42, 11.25], [1.74, -6.66, 9.02], [1.58, 2.55, -5.77], [-0.54, 5.30, -4.26], [-0.71, -3.75, 2.54], [-0.58, -0.38, 3.42], [-6.91, -2.06, 2.75], [-4.01, 6.81, -3.25], [3.09, 1.54, -4.06], [-1.70, -2.91, 5.02], [3.15, -3.56, 1.81], [5.19, 0.16, -2.42], [1.15, 1.27, -2.00], [1.50, -0.98, -0.20], [1.04, -1.79, -14.18], [2.47, -1.14, -1.60], [0.26, 1.36, -1.72], [-0.55, 1.21, -1.59], [0.88, 0.04, 0.27], [-0.67, 0.40, 1.04]], "nbo_charge": [-0.25, 0.17, -0.47, 0.25, -0.29, -0.10, -0.20, 0.29, 0.21, -0.46, -0.20, 0.17, 0.18, 0.10, -0.56, -0.24, 0.22, 0.21, 0.19, 0.20, 0.65, -0.54, -0.51, -0.48, 0.06, 0.20, -0.57, 0.64, -0.70, -0.16, -0.14, -0.32, 0.47, -0.27, -0.15, 0.22, 0.21, -0.28, 0.22, 0.24, 0.36, 0.40, 0.41, 0.24, 0.19, 0.16]}

=====

{"formula": "C18H18IIrN3O3SSbSe4", "method": "ωB97M-V/def2-TZVPD", "total_charge": -1, "homo_lumo_gap_ev": [6.039, 5.571], "lumo_ev": [1.22, 0.78], "de_lowest_ev": 1.117, "multiplicity": 2, "symbols": ["Ir", "C", "C", "N", "C", "C", "C", "O", "C", "C", "N", "C", "C", "C", "C", "C", "C", "I", "C", "O", "H", "H", "H", "H", "H", "H", "H", "H", "H", "H", "H", "H", "Se", "Sb", "Se", "Se", "Se", "S", "C", "N", "C", "C", "C", "O", "H", "H", "H", "H", "H", "H"], "coordinates": [[-0.9985, -0.4874, 0.2782], [-1.9699, 4.0038, 0.1716], [-0.7487, 3.6337, 0.9475], [-0.1126, 4.5468, 1.6257], [1.0453, 4.2165, 2.2515], [1.5437, 2.9515, 2.3076], [2.8825, 2.7065, 2.9440], [3.8049, 2.0921, 2.0427], [0.8186, 1.9036, 1.6641], [1.2873, 0.5611, 1.8057], [0.7573, -0.5138, 1.3120], [1.5002, -1.7264, 1.4364], [2.8934, -1.7285, 1.4774], [3.5946, -2.9174, 1.5886], [2.9244, -4.1305, 1.6349], [1.5405, -4.1498, 1.5505], [0.8515, -2.9559, 1.4421], [-1.2162, -2.9636, 1.1737], [-0.2925, 2.2642, 0.8954], [-0.9486, 1.4819, 0.0921], [-2.3554, 4.9526, 0.5375], [-2.7298, 3.2246, 0.2250], [-1.7095, 4.1022, -0.8860], [1.5831, 5.0362, 2.7150], [2.8160, 2.0411, 3.8091], [3.2790, 3.6616, 3.3001], [3.6470, 2.4618, 1.1630], [2.1891, 0.4363, 2.3918], [3.4311, -0.7935, 1.3870], [4.6759, -2.8925, 1.6092], [3.4725, -5.0608, 1.6989], [1.0033, -5.0886, 1.5420], [1.3146, 0.7409, -4.8350], [0.1505, 1.6836, -2.7641], [0.5395, -0.5692, -1.5886], [-2.1260, 1.9745, -3.4252], [1.6173, 3.3553, -1.8426], [-5.6295, -0.3429, -0.7295], [-4.0190, -0.3508, -0.5581], [-2.8549, -0.3763, -0.4524], [-1.9940, -2.0768, -4.0522], [-2.2805, -2.8983, -2.8260], [-3.7225, -3.2506, -2.5527], [-1.3963, -3.2218, -2.0621], [-2.4410, -2.5321, -4.9383], [-0.9210, -1.9521, -4.1746], [-2.4451, -1.0862, -3.9232], [-4.3121, -3.2931, -3.4679], [-4.1605, -2.4742, -1.9215], [-3.7792, -4.1993, -2.0201]], "forces_ev_per_a": [[0.33, 0.26, 0.51], [0.02, -0.01, -0.03], [0.04, -0.03, -0.07], [0.03, 0.00, 0.08], [-0.02, 0.03, -0.09], [-0.01, -0.02, 0.05], [0.02, 0.00, -0.02], [0.00, 0.02, -0.01], [-0.06, -0.10, 0.18], [0.10, 0.09, -0.11], [-0.03, 0.00, 0.11], [-0.02, 0.04, -0.06], [0.04, 0.02, 0.04], [-0.01, 0.01, 0.00], [-0.03, 0.01, -0.01], [0.03, -0.01, 0.02], [-0.08, 0.00, 0.13], [0.13, 0.03, -0.37], [0.20, 0.06, -0.26], [-0.45, 0.07, 0.18], [0.01, 0.01, -0.01], [-0.01, 0.01, 0.02], [-0.01, -0.02, 0.00], [-0.01, 0.01, 0.01], [0.01, -0.03, -0.02], [-0.01, 0.00, 0.03], [0.00, 0.00, 0.00], [0.01, 0.01, -0.02], [0.01, -0.01, -0.03], [0.00, 0.00, 0.00], [0.00, 0.00, 0.01], [0.00, 0.00, 0.00], [-0.03, 0.08, 0.10], [0.15, -0.09, 0.06], [-0.24, -0.18, -0.23], [0.02, 0.02, -0.03], [-0.02, 0.01, 0.00], [0.06, 0.00, 0.02], [-0.06, 0.09, -0.06], [-0.04, -0.18, -0.05], [-0.01, 0.04, 0.08], [0.10, 0.21, -0.09], [0.01, -0.07, -0.02], [-0.16, -0.38, 0.00], [-0.01, 0.00, 0.00], [0.00, 0.00, -0.02], [0.00, 0.00, -0.01], [0.00, -0.01, 0.00], [-0.01, 0.01, -0.03], [0.01, 0.01, 0.01]], "nbo_charge": [0.74, -0.66, 0.22, -0.40, -0.01, -0.07, -0.09, -0.74, -0.18, 0.17, -0.49, 0.20, -0.24, -0.19, -0.21, -0.22, -0.20, 0.45, 0.38, -0.66, 0.22, 0.24, 0.26, 0.18, 0.17, 0.18, 0.49, 0.21, 0.24, 0.22, 0.22, 0.22, -0.27, 1.00, -0.26, -0.68, -0.75, -0.25, 0.20, -0.64, -0.74, 0.62, -0.73, -0.59, 0.21, 0.24, 0.27, 0.21, 0.27, 0.22]}

=====

{"formula": "C18H18N3", "method": "ωB97M-V/def2-TZVPD", "total_charge": 1, "homo_lumo_gap_ev": 5.660, "lumo_ev": -5.27, "de_lowest_ev": 5.283, "symbols": ["C", "N", "C", "C", "C", "C", "C", "C", "C", "C", "C", "C", "C", "C", "C", "C", "C", "C", "H", "H", "H", "H", "H", "H", "H", "H", "H", "H", "H", "H", "H", "H", "H", "H", "C", "N", "N", "H", "H"], "coordinates": [[-4.2979, -1.3345, 1.8419], [-3.0794, -0.9230, 1.1956], [-1.8266, -1.2894, 1.6271], [-0.8413, -0.5638, 0.9631], [0.5947, -0.4521, 1.3053], [1.5072, -0.1714, 0.2011], [1.3051, -0.4425, -1.1717], [2.1426, 0.1266, -2.1304], [3.2479, 0.8952, -1.7734], [4.0519, 1.5965, -2.8082], [3.5194, 1.0301, -0.4144], [2.7207, 0.4349, 0.5434], [-1.5814, 0.1836, -0.0854], [-1.2608, 1.2249, -0.9526], [-2.2764, 1.9058, -1.6696], [-3.6377, 1.6387, -1.4642], [-3.9902, 0.6524, -0.5333], [-2.9848, -0.0567, 0.1087], [-5.1595, -0.9098, 1.3404], [-4.3956, -2.4185, 1.8405], [-4.3468, -1.0389, 2.8919], [-1.6948, -1.9779, 2.4451], [0.7296, 0.2554, 2.1943], [0.5005, -1.0811, -1.5385], [1.9464, 0.0161, -3.1984], [4.8799, 2.1374, -2.3732], [4.4666, 0.9033, -3.5292], [3.4830, 2.3227, -3.3821], [4.3708, 1.6230, -0.1037], [3.0019, 0.4426, 1.5936], [-0.2051, 1.5241, -1.0313], [-1.9727, 2.6646, -2.3972], [-4.3814, 2.1940, -2.0261], [-5.0314, 0.4334, -0.3265], [1.6167, -1.8075, 2.4091], [2.7848, -2.6801, 2.4736], [3.7483, -3.2853, 2.2950], [0.7353, -2.4235, 2.2227], [1.6101, -1.3493, 3.4168]], "forces_ev_per_a": [[-0.49, -0.57, 0.39], [0.77, -0.68, -0.13], [-0.18, 1.64, -0.18], [-0.83, -1.42, -0.22], [0.30, 2.26, -0.57], [0.70, -0.14, -0.46], [-0.12, 0.02, -0.23], [-0.06, -0.32, 0.03], [-0.71, 0.27, 0.28], [0.40, 0.14, -0.17], [0.38, -0.08, 0.36], [-0.05, 0.53, -0.17], [-0.71, 0.43, 0.38], [0.00, 0.67, -0.63], [0.97, -0.31, 0.37], [0.61, -0.82, 0.49], [-0.22, 0.35, -0.63], [1.52, 0.02, 1.03], [0.03, 0.01, -0.10], [-0.03, -0.09, -0.22], [0.22, 0.28, -0.11], [-0.21, -0.06, 0.09], [0.11, -1.34, -1.11], [-0.07, 0.37, 0.37], [-0.13, -0.26, 0.34], [0.24, 0.09, 0.20], [0.07, -0.27, -0.17], [-0.34, 0.02, 0.04], [0.11, -0.15, 0.02], [-0.01, 0.39, -0.06], [-0.71, -0.01, -0.29], [-0.15, -0.22, 0.37], [0.01, -0.15, 0.19], [0.07, 0.10, -0.01], [-0.06, -1.24, 1.86], [3.48, -1.94, -2.36], [-5.18, 3.33, 1.16], [0.40, -0.60, 0.49], [-0.12, -0.23, -0.64]], "nbo_charge": [-0.41, -0.34, 0.05, -0.22, 0.03, -0.07, -0.16, -0.22, 0.06, -0.65, -0.22, -0.16, -0.09, -0.19, -0.22, -0.19, -0.26, 0.22, 0.23, 0.22, 0.22, 0.22, 0.25, 0.24, 0.23, 0.23, 0.24, 0.24, 0.23, 0.21, 0.22, 0.23, 0.23, 0.23, -0.46, 0.11, 0.23, 0.26, 0.25]}

=====

{"formula": "C18H18N4O2", "method": "ωB97M-V/def2-TZVPD", "homo_lumo_gap_ev": 8.412, "lumo_ev": 0.58, "de_lowest_ev": 0.000, "symbols": ["N", "C", "C", "C", "O", "N", "C", "O", "N", "C", "C", "C", "C", "C", "C", "C", "H", "H", "H", "H", "H", "H", "H", "H", "N", "H", "C", "C", "C", "C", "C", "C", "C", "H", "H", "H", "H", "H", "H", "H", "H", "H"], "coordinates": [[-0.7315, 0.3482, 0.9751], [-0.9832, 1.1841, -0.0780], [-0.0331, 2.0548, -0.5465], [-0.3642, 3.0292, -1.5489], [0.3975, 3.8608, -2.0086], [-1.6865, 2.9566, -1.9862], [-2.6455, 2.0651, -1.5978], [-3.7585, 2.0519, -2.0776], [-2.2527, 1.1756, -0.6133], [-3.2426, 0.2244, -0.1351], [-2.8732, -1.1998, -0.4631], [-2.3585, -1.5175, -1.7148], [-2.0158, -2.8223, -2.0196], [-2.1899, -3.8252, -1.0802], [-2.7099, -3.5184, 0.1655], [-3.0455, -2.2113, 0.4747], [-3.4520, -1.9747, 1.4483], [-2.8526, -4.2967, 0.9002], [-1.9245, -4.8437, -1.3200], [-1.6169, -3.0580, -2.9948], [-2.2348, -0.7377, -2.4520], [-4.1755, 0.4911, -0.6442], [-3.3785, 0.3538, 0.9430], [-1.9645, 3.6207, -2.6999], [1.2766, 2.0475, -0.0109], [1.7210, 2.9312, -0.2406], [2.1320, 0.9289, -0.3974], [3.0183, 0.4781, 0.7403], [4.0207, -0.4543, 0.5001], [4.8305, -0.8963, 1.5299], [4.6491, -0.4101, 2.8142], [3.6545, 0.5198, 3.0603], [2.8421, 0.9605, 2.0294], [2.0718, 1.6944, 2.2149], [3.5097, 0.9059, 4.0587], [5.2833, -0.7533, 3.6180], [5.6073, -1.6197, 1.3299], [4.1661, -0.8327, -0.5021], [1.5000, 0.0854, -0.7036], [2.7619, 1.1782, -1.2630], [-1.1732, -0.5570, 0.9906], [0.2204, 0.3822, 1.3049]], "forces_ev_per_a": [[-0.07, 0.14, -0.09], [0.59, 0.60, -0.07], [-0.03, -0.24, 0.07], [-0.11, -0.36, 0.13], [0.07, 0.11, -0.01], [-0.02, 0.34, -0.27], [0.06, 0.04, -0.02], [-0.26, 0.05, -0.18], [-0.15, -0.15, 0.12], [-0.37, -0.03, -0.02], [-0.03, -0.11, 0.02], [-0.03, 0.02, 0.05], [0.01, 0.02, -0.06], [0.00, -0.09, 0.04], [0.02, -0.12, 0.01], [-0.04, 0.15, -0.08], [-0.03, 0.04, 0.12], [0.00, -0.07, 0.06], [0.03, -0.09, -0.02], [0.03, -0.02, -0.09], [0.04, 0.08, -0.09], [0.20, -0.02, 0.21], [-0.01, -0.03, -0.10], [0.02, -0.14, 0.13], [-0.11, 0.11, -0.09], [-0.09, -0.09, 0.08], [0.08, -0.02, -0.10], [-0.01, -0.01, -0.01], [-0.01, 0.02, 0.04], [0.04, -0.07, -0.08], [0.03, 0.01, 0.14], [0.08, -0.09, 0.10], [-0.05, 0.03, -0.05], [-0.02, 0.06, 0.00], [-0.01, 0.03, 0.08], [0.06, -0.02, 0.07], [0.06, -0.06, -0.01], [0.03, -0.04, -0.12], [0.04, 0.15, -0.01], [-0.11, -0.05, 0.05], [0.06, -0.03, 0.00], [0.01, -0.04, 0.06]], "nbo_charge": [-0.81, 0.43, -0.12, 0.64, -0.63, -0.63, 0.79, -0.63, -0.43, -0.26, -0.08, -0.15, -0.21, -0.21, -0.20, -0.22, 0.21, 0.22, 0.22, 0.22, 0.21, 0.28, 0.21, 0.43, -0.64, 0.40, -0.26, 0.06, -0.25, -0.19, -0.23, -0.20, -0.27, 0.23, 0.21, 0.21, 0.21, 0.21, 0.20, 0.20, 0.41, 0.42]}

=====

{"formula": "C18H18N4O3S", "method": "ωB97M-V/def2-TZVPD", "homo_lumo_gap_ev": 8.760, "lumo_ev": 0.14, "de_lowest_ev": 1.998, "symbols": ["C", "C", "C", "N", "C", "N", "N", "C", "C", "H", "H", "O", "C", "C", "C", "C", "C", "C", "C", "C", "N", "C", "C", "H", "H", "H", "H", "H", "H", "H", "H", "S", "C", "H", "H", "C", "O", "O", "H", "H", "H", "H", "H", "H"], "coordinates": [[-2.1781, -2.6872, 2.4067], [-1.1085, -1.9213, 2.2997], [-0.5829, -1.4325, 0.9744], [-1.4902, -0.4643, 0.3954], [-2.2965, -0.6253, -0.6851], [-2.9991, 0.4632, -0.8987], [-2.6631, 1.3568, 0.0457], [-1.7746, 0.8069, 0.8209], [-1.1189, 1.4493, 1.9933], [-1.4199, 0.9438, 2.9168], [-1.4368, 2.4961, 2.0445], [0.2810, 1.2975, 1.9335], [0.9545, 1.8768, 0.8927], [0.6043, 3.0526, 0.2755], [1.4231, 3.6041, -0.7200], [2.5831, 2.9912, -1.1027], [2.9512, 1.7621, -0.5241], [4.1080, 1.0394, -0.8905], [4.3545, -0.1748, -0.3170], [3.4339, -0.6947, 0.6213], [2.3700, -0.0343, 0.9966], [2.1207, 1.1796, 0.4665], [3.6463, -2.0512, 1.2144], [4.6299, -2.1108, 1.6766], [2.8840, -2.2519, 1.9614], [3.5937, -2.8119, 0.4364], [5.2293, -0.7514, -0.5771], [4.7791, 1.4583, -1.6275], [3.2194, 3.4265, -1.8588], [1.1227, 4.5347, -1.1772], [-0.3002, 3.5726, 0.5488], [-2.3928, -2.0824, -1.6238], [-3.8719, -1.6907, -2.6167], [-4.2220, -2.6517, -2.9920], [-4.6058, -1.2430, -1.9463], [-3.5645, -0.7733, -3.8071], [-3.4977, -1.2095, -4.9219], [-3.4077, 0.5046, -3.5258], [-3.4056, 0.7009, -2.5457], [-0.5096, -2.2599, 0.2626], [0.4021, -0.9684, 1.0999], [-0.5701, -1.5872, 3.1744], [-2.5534, -3.0129, 3.3614], [-2.7207, -3.0266, 1.5387]], "forces_ev_per_a": [[-0.01, -0.09, 0.10], [0.13, -0.01, -0.04], [0.26, -0.30, 0.22], [-0.51, 0.50, -0.65], [-0.06, 0.05, 0.05], [-0.04, -0.63, -0.36], [0.23, 0.85, 0.79], [0.02, 0.06, -0.06], [-0.34, 0.07, 0.08], [0.05, 0.15, -0.09], [0.00, -0.15, 0.00], [0.33, 0.05, -0.03], [0.02, 0.18, -0.15], [-0.19, -0.33, 0.40], [0.30, 0.00, -0.22], [-0.11, 0.19, -0.04], [-0.30, -0.16, 0.33], [0.04, -0.25, 0.13], [0.00, 0.31, -0.20], [-0.10, 0.06, 0.08], [0.09, -0.32, 0.31], [0.14, 0.33, -0.37], [0.03, -0.01, -0.02], [0.08, -0.08, 0.05], [-0.01, -0.01, 0.04], [0.04, -0.11, -0.02], [0.08, -0.03, -0.05], [0.06, 0.01, -0.06], [0.04, 0.06, -0.09], [-0.01, 0.07, -0.05], [-0.10, 0.02, 0.06], [-0.03, -0.25, -0.21], [0.21, 0.13, 0.09], [0.04, 0.13, 0.00], [-0.03, -0.07, -0.05], [-0.17, -0.34, 0.38], [0.01, -0.07, -0.22], [0.06, 0.54, -0.11], [-0.03, -0.36, -0.15], [0.08, 0.10, 0.09], [-0.22, -0.19, -0.13], [0.05, -0.01, 0.18], [-0.04, -0.02, 0.22], [-0.09, -0.04, -0.23]], "nbo_charge": [-0.36, -0.21, -0.30, -0.35, 0.20, -0.39, -0.26, 0.29, -0.10, 0.22, 0.21, -0.49, 0.29, -0.28, -0.19, -0.19, -0.11, -0.13, -0.25, 0.24, -0.46, 0.18, -0.65, 0.22, 0.23, 0.22, 0.22, 0.22, 0.21, 0.22, 0.23, 0.29, -0.63, 0.26, 0.25, 0.78, -0.58, -0.69, 0.51, 0.22, 0.28, 0.21, 0.20, 0.20]}